The following is a quantum chemistry calculation of a molecular structure, C37H33N11O2S3W at a distorted geometry, from the OMol25 dataset.

Summary:
HOMO level (alpha / beta): -14.514 / -14.514 eV
Net charge: +3
ΔE to the lowest compared entry with this formula, charge and spin: 48.2 kcal/mol
Kohn-Sham gap (alpha / beta): 0.2161 / 0.1198 hartree
Spin multiplicity: 4

Last column: Löwdin spin population.
CARTESIAN COORDINATES (ANGSTROEM)
1 W 0.60 -1.01 1.11  1.726
2 C -3.44 -1.45 -2.81  0.001
3 N -2.14 -1.42 -2.17  0.012
4 C -1.87 -1.32 -0.88  0.017
5 N -0.55 -1.18 -0.71  0.018
6 C -0.06 -1.19 -2.00  0.011
7 N -1.00 -1.33 -2.89  0.003
8 C -3.88 -0.09 -3.30  0.001
9 C -5.17 0.05 -3.82  0.000
10 C -5.58 1.27 -4.34  0.000
11 C -4.72 2.36 -4.36  0.000
12 C -3.44 2.22 -3.83  0.000
13 C -3.03 1.00 -3.30  0.000
14 C -2.47 3.29 -3.93  0.000
15 N -2.41 4.25 -4.81  0.000
16 N -1.24 4.89 -4.63  0.000
17 C -0.62 4.32 -3.65  0.000
18 O -1.36 3.29 -3.15  0.000
19 C 0.72 4.58 -3.15  0.000
20 C 1.64 5.20 -3.99  0.000
21 C 2.94 5.39 -3.55  0.000
22 C 3.32 4.97 -2.29  0.000
23 C 2.39 4.39 -1.43  0.000
24 C 2.80 4.08 -0.01  0.001
25 N 2.11 2.93 0.59  0.011
26 C 1.75 1.77 0.06  0.022
27 N 1.12 1.05 1.00  0.023
28 C 1.14 1.87 2.11  0.020
29 N 1.72 3.00 1.87  0.005
30 C 1.09 4.19 -1.87  0.000
31 H -4.16 -1.84 -2.09  0.000
32 H -3.38 -2.14 -3.65  0.000
33 H -2.62 -1.39 -0.11  0.000
34 H 0.98 -1.10 -2.24  0.000
35 H -5.83 -0.80 -3.83  0.000
36 H -6.58 1.36 -4.74  0.000
37 H -5.03 3.30 -4.79  0.000
38 H -2.01 0.92 -2.95  0.000
39 H 1.34 5.51 -4.98  0.000
40 H 3.67 5.86 -4.20  0.000
41 H 4.34 5.12 -1.95  0.000
42 H 2.57 4.92 0.64  0.000
43 H 3.88 3.91 0.05  0.000
44 H 1.94 1.45 -0.95  0.001
45 H 0.71 1.62 3.07  0.005
46 H 0.34 3.78 -1.21  0.000
47 S 1.28 -1.21 3.53  0.276
48 C 2.39 -1.24 2.24  0.141
49 O 2.27 -1.44 -0.29  0.025
50 S 3.22 -2.59 0.05  0.026
51 C 2.12 -3.99 0.18  0.003
52 C 2.51 -5.16 -0.46  0.001
53 C 1.68 -6.27 -0.41  0.002
54 C 0.47 -6.21 0.26  0.000
55 C 0.07 -5.03 0.88  0.002
56 C 0.89 -3.92 0.84  0.003
57 C 3.46 -2.27 1.84  0.060
58 C 3.94 -3.30 2.71  0.118
59 C 4.57 -2.98 3.88  0.094
60 C 4.91 -1.63 4.20  0.068
61 C 4.63 -0.61 3.35  0.145
62 C 3.84 -0.82 2.14  0.060
63 H 3.46 -5.19 -0.99  0.000
64 H 1.99 -7.19 -0.90  0.000
65 H -0.16 -7.08 0.30  0.000
66 H -0.87 -4.98 1.41  0.000
67 H 0.55 -3.03 1.41  0.009
68 H 3.77 -4.33 2.43  0.005
69 H 4.87 -3.76 4.56  0.002
70 H 5.47 -1.45 5.10  0.000
71 H 5.00 0.39 3.54  0.006
72 H 4.05 -0.17 1.30  0.015
73 C -3.34 -1.01 6.02  0.000
74 C -3.29 -1.83 4.72  0.000
75 C -2.70 -1.06 3.60  0.004
76 N -1.72 -1.43 2.86  0.020
77 N -1.34 -0.49 1.92  0.019
78 C -2.10 0.60 1.93  0.009
79 N -1.98 1.62 1.08  0.008
80 S -3.31 0.54 3.16  0.001
81 H -3.75 -1.61 6.82  0.000
82 H -3.97 -0.12 5.90  0.000
83 H -2.34 -0.69 6.31  0.000
84 H -4.31 -2.13 4.45  0.000
85 H -2.71 -2.74 4.86  0.000
86 H -1.40 1.55 0.26  0.000
87 H -2.63 2.39 1.13  0.000